{"formula": "CH2NO2S3", "method": "ωB97M-V/def2-TZVPD", "symbols": ["O", "S", "O", "N", "C", "S", "S", "H", "H"], "xyz": [[-0.70, -2.21, -1.07], [-1.11, -1.05, -0.26], [-2.54, -0.76, -0.18], [-0.25, 0.18, -0.85], [0.66, 0.73, 0.04], [0.66, 0.68, 1.66], [1.79, 1.80, -0.77], [-0.88, -1.38, 1.02], [2.38, 2.01, 0.41]], "mulliken_charge": [-0.66, 0.89, -0.66, -0.47, 0.44, -0.54, -0.25, 0.15, 0.11], "total_charge": -1, "e_lumo_ev": 3.2, "smiles": "O=[S@H]([O-])=NC(=S)S", "fmax_ev_per_a": 4.61, "relative_energy_kj_mol": 80.3}

***

{"formula": "CH2NO3P", "method": "ωB97M-V/def2-TZVPD", "symbols": ["C", "N", "O", "O", "O", "P", "H", "H"], "xyz": [[-0.08, -0.39, -0.52], [0.90, -1.17, -0.80], [0.68, 0.15, 2.15], [0.44, 1.95, -0.44], [-1.73, 0.61, 1.33], [-0.23, 0.44, 1.02], [-0.94, -0.06, -1.06], [0.96, -1.53, -1.68]], "mulliken_charge": [0.15, -0.75, -0.70, -1.16, -0.76, 0.78, 0.30, 0.14], "total_charge": -2, "e_lumo_ev": [7.5, 7.5], "fmax_ev_per_a": 5.10, "relative_energy_kj_mol": 407.9}

***

{"formula": "CH2NO3PS", "method": "ωB97M-V/def2-TZVPD", "symbols": ["H", "N", "C", "S", "P", "O", "O", "O", "H"], "xyz": [[0.71, 2.23, 0.90], [0.73, 1.24, 0.62], [-0.36, 0.86, 0.01], [-1.51, 1.80, -0.79], [-0.33, -0.94, -0.37], [0.44, -1.14, -1.63], [-1.71, -1.46, -0.14], [0.63, -1.55, 0.82], [1.40, -1.04, 0.56]], "mulliken_charge": [0.21, -0.85, 0.37, -0.66, 0.69, -0.76, -0.77, -0.55, 0.31], "total_charge": -2, "e_lumo_ev": 6.2, "smiles": "[H]/N=C(\\[S-])[P@](=O)([O-])O", "fmax_ev_per_a": 2.22, "relative_energy_kj_mol": 169.3}

***

{"formula": "CH2NO3PS", "method": "ωB97M-V/def2-TZVPD", "symbols": ["C", "N", "O", "O", "O", "P", "S", "H", "H"], "xyz": [[0.16, 0.77, -0.03], [-0.94, 1.35, -0.10], [1.56, -1.58, 0.73], [0.50, -1.50, -1.62], [-0.94, -1.60, 0.60], [0.51, -1.07, -0.13], [1.80, 2.38, 0.37], [-1.60, -1.10, 0.20], [-1.04, 2.36, -0.02]], "mulliken_charge": [0.36, -0.79, -0.71, -0.78, -0.57, 0.81, -0.90, 0.28, 0.31], "total_charge": -2, "e_lumo_ev": 6.4, "fmax_ev_per_a": 4.34, "relative_energy_kj_mol": 319.0}

***

{"formula": "CH2NO3S", "method": "ωB97M-V/def2-TZVPD", "symbols": ["O", "C", "O", "N", "O", "S", "H", "H"], "xyz": [[-2.22, 1.50, -0.20], [-1.90, 0.37, 0.02], [-2.41, -0.70, 0.30], [-0.24, 0.14, -0.07], [0.12, -1.16, 0.39], [0.81, 1.37, 0.26], [-0.77, -1.52, 0.59], [1.36, 1.47, -0.99]], "mulliken_charge": [-0.60, 0.64, -0.71, -0.08, -0.46, -0.21, 0.36, 0.06], "total_charge": -1, "e_lumo_ev": 3.6, "smiles": "O=C([O-])N(O)S", "fmax_ev_per_a": 2.93, "relative_energy_kj_mol": 166.6}

***

{"formula": "CH2NO3S", "method": "ωB97M-V/def2-TZVPD", "symbols": ["C", "N", "O", "O", "O", "S", "H", "H"], "xyz": [[-0.60, 1.11, -1.79], [1.00, -1.26, 0.46], [1.47, -1.36, 1.84], [-1.35, 0.39, -2.27], [0.03, 2.06, -1.64], [-0.01, -0.06, 0.32], [-1.56, -0.25, 0.92], [1.01, -0.64, 2.16]], "mulliken_charge": [0.68, -0.30, -0.29, -0.39, -0.42, -0.54, -0.01, 0.26], "total_charge": -1, "e_lumo_ev": 3.7, "fmax_ev_per_a": 3.26, "relative_energy_kj_mol": 369.1}

***

{"formula": "CH2NO3S", "method": "ωB97M-V/def2-TZVPD", "symbols": ["C", "N", "O", "O", "O", "S", "H", "H"], "xyz": [[0.85, -0.14, -0.01], [-1.50, 0.18, -0.86], [0.01, 0.64, -0.57], [0.77, -1.27, 0.39], [2.13, 0.61, 0.32], [-2.38, -0.02, 0.44], [2.23, 1.33, -0.40], [-2.11, -1.32, 0.69]], "mulliken_spin": [0.05, 1.31, 0.25, 0.01, 0.00, 0.31, -0.01, 0.08], "s_squared": 2.01, "multiplicity": 3, "total_charge": -1, "e_lumo_ev": [3.9, 3.8], "fmax_ev_per_a": 7.56, "relative_energy_kj_mol": 304.8}

***

{"formula": "CH2NO4P", "method": "ωB97M-V/def2-TZVPD", "symbols": ["C", "N", "O", "O", "O", "O", "P", "H", "H"], "xyz": [[0.16, 1.93, -0.34], [-0.50, 1.08, 0.36], [0.52, -2.29, 1.53], [-1.40, -2.57, -0.24], [0.74, 2.99, -0.07], [0.88, -1.99, -1.10], [-0.02, -2.11, 0.07], [0.00, 1.50, -1.49], [-0.38, 1.46, 1.27]], "mulliken_charge": [-0.04, -0.50, -0.70, -0.65, -0.70, -0.63, 0.93, 0.20, 0.10], "total_charge": -2, "e_lumo_ev": 7.0, "fmax_ev_per_a": 4.56, "relative_energy_kj_mol": 130.7}